No. 1
ORCA calculation (wB97M-V/def2-TZVPD) on a structure of composition C36H51BrN3OP2Tc.

Computed properties:
frontier orbital gap (spin up / spin down)	8.06 / 5.55	eV
multiplicity	4
calculated total energy	-135469.9842	eV
charge	+3

Last column: Löwdin spin population.
Positions of all 95 atoms, in Å:
C1 -1.54 -1.62 -2.34  0.043
C2 0.59 -2.41 -1.83  0.016
C3 -1.64 -2.47 -3.43  0.135
C4 0.46 -3.43 -2.80  0.148
C5 -0.65 -3.45 -3.61  0.014
H1 -2.48 -2.35 -4.11  0.005
H2 1.31 -4.10 -2.94  0.005
H3 -0.76 -4.19 -4.40  -0.002
N1 -0.56 -1.77 -1.43  0.105
P1 -2.50 -0.04 -0.32  0.004
P2 2.33 -0.61 -0.35  0.041
C6 -2.49 -0.45 -2.14  0.006
H4 -2.17 0.43 -2.72  0.002
H5 -3.49 -0.70 -2.53  -0.001
C7 0.40 1.37 1.03  0.017
O1 0.78 2.33 1.58  0.056
C8 1.84 -1.96 -1.38  0.392
H6 2.66 -2.65 -1.61  0.011
C9 3.66 0.07 -1.64  0.032
C10 3.38 -1.05 1.25  0.032
C11 -3.20 1.71 -0.23  -0.003
C12 -3.78 -1.35 0.26  0.013
C13 3.61 1.60 -1.49  0.005
H7 3.82 1.92 -0.47  0.000
H8 4.36 2.04 -2.16  0.002
H9 2.63 1.99 -1.79  0.001
C14 5.10 -0.44 -1.45  0.004
H10 5.55 -0.22 -0.48  0.000
H11 5.17 -1.52 -1.65  0.000
H12 5.73 0.05 -2.21  0.002
C15 3.33 -0.35 -3.08  0.018
H13 3.97 0.22 -3.77  0.001
H14 3.53 -1.42 -3.25  0.002
H15 2.29 -0.17 -3.36  0.005
C16 4.14 0.22 1.66  0.004
H16 3.44 1.04 1.88  0.000
H17 4.71 0.01 2.58  0.002
H18 4.86 0.58 0.92  0.000
C17 2.49 -1.43 2.43  0.005
H19 1.76 -0.65 2.67  0.001
H20 1.96 -2.37 2.26  0.001
H21 3.12 -1.56 3.32  0.001
C18 4.26 -2.26 0.97  0.004
H22 5.05 -2.09 0.24  0.000
H23 4.76 -2.55 1.91  0.001
H24 3.66 -3.11 0.63  0.002
C19 -4.21 -0.99 1.69  0.002
H25 -4.83 -1.81 2.07  0.001
H26 -3.34 -0.90 2.35  0.000
H27 -4.81 -0.08 1.74  0.000
C20 -3.14 -2.74 0.27  0.001
H28 -2.87 -3.09 -0.74  0.000
H29 -2.25 -2.79 0.90  0.001
H30 -3.88 -3.45 0.68  0.000
C21 -5.02 -1.47 -0.65  0.001
H31 -5.71 -2.17 -0.17  0.001
H32 -5.55 -0.53 -0.80  0.000
H33 -4.76 -1.89 -1.63  0.000
C22 -2.40 2.63 -1.16  0.000
H34 -2.53 2.38 -2.22  0.000
H35 -2.75 3.67 -1.01  0.000
H36 -1.33 2.61 -0.92  0.000
C23 -3.04 2.22 1.21  0.000
H37 -1.98 2.35 1.48  0.000
H38 -3.53 3.21 1.29  0.000
H39 -3.51 1.56 1.95  0.000
C24 -4.68 1.75 -0.64  -0.001
H40 -4.84 1.34 -1.64  0.000
H41 -5.33 1.23 0.08  0.000
H42 -5.00 2.80 -0.66  0.000
Tc1 -0.16 -0.18 0.12  1.605
N2 0.17 0.59 -1.53  -0.017
C25 0.57 0.91 -2.60  0.121
C26 0.63 1.83 -3.69  0.017
C27 0.52 3.22 -3.44  0.021
C28 0.81 1.37 -5.02  0.018
C29 0.56 4.12 -4.50  0.000
H43 0.42 3.57 -2.41  0.001
C30 0.89 2.30 -6.06  -0.001
H44 0.90 0.30 -5.20  0.001
C31 0.77 3.67 -5.80  0.026
H45 0.46 5.19 -4.30  0.000
H46 1.06 1.94 -7.08  0.000
H47 0.85 4.39 -6.62  0.001
Br1 -0.81 -4.76 3.82  -0.001
C32 -0.92 -2.85 3.63  0.001
C33 -1.34 -2.05 4.69  0.014
C34 -1.42 -0.68 4.46  -0.002
C35 -1.07 -0.15 3.22  0.009
N3 -0.68 -0.94 2.20  0.026
C36 -0.58 -2.28 2.40  0.022
H48 -1.58 -2.51 5.64  0.001
H49 -1.73 0.01 5.24  0.000
H50 -1.11 0.93 3.05  0.000
H51 -0.22 -2.90 1.57  0.003

---

No. 2
ORCA calculation (wB97M-V/def2-TZVPD) on a cluster of 8 separate species, C36H51F21O17S2 in total.

Computed properties:
frontier orbital gap	9.09	eV
multiplicity	1
calculated total energy	-151707.2836	eV
structure (SMILES)	CCSC[C@H]1COS(=O)(=O)C[C@H]1C.CCOC(=O)C(F)(F)F.CCOC(=O)C(F)(F)F.CCOC(=O)C(F)(F)F.CCOC(=O)C(F)(F)F.CCOC(=O)C(F)(F)F.CCOC(=O)C(F)(F)F.CCOC(=O)C(F)(F)F
charge	0

Last column: Mulliken charge in e.
Positions of all 127 atoms, in Å:
C1 0.95 -1.48 1.68  -1.199
C2 0.34 -1.37 0.28  0.016
S1 -1.40 -0.86 0.28  -0.151
C3 -2.18 -2.48 0.47  -0.886
C4 -3.64 -2.48 0.01  0.084
C5 -4.12 -3.90 -0.14  -1.256
O1 -3.98 -4.66 1.08  -0.101
S2 -4.62 -4.10 2.43  1.229
O2 -6.00 -4.43 2.48  -0.691
O3 -3.76 -4.57 3.47  -0.532
C6 -4.48 -2.31 2.35  -0.841
C7 -4.63 -1.75 0.94  0.192
C8 -4.56 -0.23 0.93  -1.868
H1 1.99 -1.14 1.69  0.458
H2 0.39 -0.89 2.41  0.194
H3 0.94 -2.51 2.03  0.314
H4 0.37 -2.34 -0.21  0.141
H5 0.89 -0.66 -0.34  0.223
H6 -2.05 -2.84 1.49  0.232
H7 -1.62 -3.18 -0.17  0.592
H8 -3.67 -1.99 -0.97  0.624
H9 -5.16 -3.93 -0.48  0.388
H10 -3.52 -4.43 -0.88  0.456
H11 -3.51 -2.07 2.79  -0.020
H12 -5.25 -1.95 3.03  0.644
H13 -5.63 -2.04 0.60  0.503
H14 -5.44 0.19 1.42  0.487
H15 -4.56 0.13 -0.09  0.397
H16 -3.67 0.15 1.44  0.349
C9 3.49 -4.12 -5.52  -1.096
C10 3.92 -2.95 -4.68  -0.231
O4 2.85 -1.99 -4.51  -0.276
C11 1.91 -2.30 -3.64  0.290
O5 1.85 -3.28 -2.94  -0.535
C12 0.87 -1.17 -3.57  0.933
F1 0.45 -0.82 -4.79  -0.282
F2 1.40 -0.09 -2.99  -0.264
F3 -0.18 -1.55 -2.86  -0.191
H17 3.13 -3.78 -6.49  0.304
H18 4.34 -4.78 -5.69  0.375
H19 2.70 -4.69 -5.04  0.320
H20 4.71 -2.38 -5.16  0.319
H21 4.27 -3.26 -3.69  0.324
C13 -1.47 -3.16 5.35  -0.618
C14 -1.47 -2.29 6.58  -0.375
O6 -0.32 -1.42 6.62  -0.337
C15 -0.35 -0.39 5.80  0.413
O7 -1.22 -0.07 5.05  -0.512
C16 0.94 0.45 5.97  0.897
F4 2.03 -0.32 5.93  -0.270
F5 0.92 1.09 7.15  -0.263
F6 1.04 1.36 5.00  -0.219
H22 -0.55 -3.74 5.29  0.315
H23 -2.31 -3.85 5.36  0.385
H24 -1.54 -2.56 4.44  -0.019
H25 -1.40 -2.89 7.49  0.348
H26 -2.37 -1.68 6.64  0.303
C17 1.24 2.92 -2.02  -0.834
C18 1.63 3.34 -3.41  -0.258
O8 1.88 4.76 -3.50  -0.334
C19 3.04 5.17 -3.04  0.328
O9 3.92 4.50 -2.58  -0.489
C20 3.15 6.70 -3.20  0.925
F7 2.07 7.32 -2.72  -0.259
F8 3.28 7.01 -4.49  -0.264
F9 4.22 7.15 -2.55  -0.230
H27 0.38 3.48 -1.67  0.346
H28 0.99 1.86 -2.01  0.107
H29 2.05 3.08 -1.31  0.340
H30 0.81 3.16 -4.10  0.348
H31 2.50 2.80 -3.78  0.312
C21 -1.79 6.20 -8.83  -1.113
C22 -0.82 5.45 -7.94  -0.225
O10 -1.41 5.08 -6.68  -0.295
C23 -2.22 4.03 -6.70  0.329
O11 -2.49 3.34 -7.63  -0.515
C24 -2.76 3.78 -5.28  0.874
F10 -3.24 4.90 -4.74  -0.260
F11 -1.76 3.33 -4.50  -0.207
F12 -3.72 2.87 -5.29  -0.240
H32 -2.18 7.07 -8.31  0.304
H33 -1.29 6.52 -9.74  0.372
H34 -2.63 5.56 -9.11  0.326
H35 0.02 6.09 -7.67  0.314
H36 -0.42 4.56 -8.43  0.324
C25 6.44 4.71 -0.45  -1.024
C26 7.31 4.71 -1.68  -0.221
O12 8.65 4.25 -1.40  -0.329
C27 8.81 2.95 -1.27  0.341
O13 7.99 2.10 -1.39  -0.519
C28 10.30 2.64 -0.97  0.907
F13 10.76 3.41 0.02  -0.249
F14 11.04 2.88 -2.06  -0.257
F15 10.45 1.37 -0.63  -0.237
H37 6.89 5.32 0.34  0.363
H38 5.47 5.12 -0.70  0.246
H39 6.30 3.71 -0.06  0.301
H40 7.44 5.72 -2.07  0.358
H41 6.88 4.09 -2.47  0.316
C29 -0.49 3.81 6.27  -0.868
C30 -0.73 4.68 5.05  -0.329
O14 -2.08 4.52 4.54  -0.302
C31 -3.03 5.15 5.20  0.311
O15 -2.91 5.86 6.15  -0.522
C32 -4.39 4.88 4.52  0.921
F16 -4.57 3.57 4.30  -0.226
F17 -4.44 5.51 3.34  -0.260
F18 -5.38 5.32 5.27  -0.246
H42 -0.72 2.77 6.03  0.039
H43 0.55 3.89 6.58  0.396
H44 -1.13 4.11 7.10  0.388
H45 -0.09 4.37 4.23  0.343
H46 -0.55 5.73 5.26  0.323
C33 -4.39 -8.36 2.60  -1.141
C34 -3.32 -8.21 1.54  0.073
O16 -2.03 -8.66 2.01  -0.337
C35 -1.84 -9.97 2.03  0.303
O17 -2.60 -10.82 1.67  -0.519
C36 -0.42 -10.27 2.55  0.941
F19 -0.17 -9.61 3.68  -0.248
F20 0.49 -9.89 1.64  -0.254
F21 -0.27 -11.56 2.78  -0.241
H47 -4.10 -7.83 3.50  0.283
H48 -5.33 -7.94 2.24  0.353
H49 -4.55 -9.40 2.86  0.404
H50 -3.17 -7.16 1.30  0.056
H51 -3.57 -8.74 0.62  0.325

---

No. 3
ORCA calculation (wB97M-V/def2-TZVPD) on a structure of composition C36H51F3NO12.

Computed properties:
frontier orbital gap	5.41	eV
multiplicity	1
calculated total energy	-72365.4732	eV
charge	-1

Last column: Mulliken charge in e.
Positions of all 103 atoms, in Å:
C1 -13.73 -25.11 -16.69  -1.314
C2 -12.47 -25.07 -17.55  1.950
C3 -11.81 -23.72 -17.79  -1.112
O1 -10.50 -23.76 -18.28  1.028
C4 -9.92 -22.50 -18.53  -1.290
N1 -11.45 -25.93 -16.85  0.247
H1 -10.54 -25.78 -17.28  -0.232
H2 -11.33 -25.69 -15.84  0.197
H3 -11.79 -26.89 -16.91  0.247
H4 -14.51 -24.46 -17.10  0.123
H5 -13.65 -24.77 -15.66  0.209
H6 -14.12 -26.12 -16.70  0.481
H7 -12.54 -25.61 -18.51  -0.687
H8 -11.83 -23.11 -16.88  0.258
H9 -12.41 -23.20 -18.56  -0.283
H10 -9.68 -22.03 -17.57  0.194
H11 -10.54 -21.89 -19.20  0.498
H12 -8.95 -22.67 -18.99  0.260
C5 -12.81 -29.03 -18.03  -0.738
O2 -11.91 -28.30 -18.77  -0.723
H13 -13.86 -28.69 -18.21  0.019
H14 -12.91 -30.11 -18.27  0.301
H15 -12.64 -28.89 -16.95  0.252
C6 -11.50 -24.74 -12.98  -0.498
O3 -11.17 -25.61 -13.99  -0.885
H16 -12.60 -24.72 -12.92  0.272
H17 -11.16 -25.10 -11.99  0.233
H18 -11.00 -23.76 -13.13  -0.088
C7 -13.71 -23.29 -21.68  -0.977
C8 -12.28 -23.66 -22.08  0.236
C9 -11.25 -22.62 -21.65  -0.590
O4 -10.30 -23.34 -20.85  -0.280
C10 -10.68 -24.62 -20.75  0.572
O5 -10.10 -25.50 -20.22  -0.410
O6 -11.90 -24.77 -21.32  -0.260
H19 -13.70 -23.05 -20.62  0.039
H20 -14.37 -24.12 -21.95  0.222
H21 -14.15 -22.47 -22.26  0.468
H22 -12.16 -23.96 -23.12  0.359
H23 -11.73 -21.83 -21.06  0.278
H24 -10.78 -22.14 -22.50  0.368
C11 -8.63 -24.30 -15.62  -0.272
C12 -7.65 -23.82 -14.54  0.369
C13 -7.70 -24.58 -13.19  -0.376
O7 -6.36 -25.00 -13.03  -0.416
C14 -5.55 -24.56 -14.02  0.597
O8 -4.38 -24.77 -14.04  -0.566
O9 -6.29 -23.95 -14.94  -0.202
H25 -8.46 -23.93 -16.62  -0.489
H26 -9.57 -23.92 -15.22  0.333
H27 -8.62 -25.39 -15.62  0.232
H28 -7.93 -22.77 -14.39  0.260
H29 -8.46 -25.36 -13.25  0.313
H30 -7.97 -23.82 -12.46  0.274
C15 -15.90 -28.43 -21.81  -1.788
C16 -15.19 -28.03 -20.54  0.392
C17 -14.35 -26.75 -20.68  0.156
O10 -14.92 -25.91 -19.69  0.316
C18 -16.00 -26.47 -19.11  0.209
O11 -16.55 -25.89 -18.21  -0.564
O12 -16.13 -27.74 -19.53  -0.390
H31 -15.22 -28.93 -22.51  0.423
H32 -16.43 -27.65 -22.36  0.358
H33 -16.59 -29.26 -21.66  0.430
H34 -14.58 -28.90 -20.28  0.203
H35 -14.29 -26.40 -21.71  0.204
H36 -13.33 -26.90 -20.33  0.066
F1 -8.34 -26.89 -18.83  -0.408
C19 -7.58 -26.02 -18.16  0.143
C20 -6.85 -26.46 -17.07  -0.745
C21 -5.98 -25.62 -16.38  -0.629
C22 -5.99 -24.28 -16.75  -0.137
C23 -6.78 -23.81 -17.80  -1.211
C24 -7.56 -24.70 -18.56  -0.051
H37 -6.77 -27.49 -16.77  0.462
H38 -5.36 -25.97 -15.57  0.639
H39 -5.41 -23.61 -16.13  0.437
H40 -6.67 -22.77 -18.06  0.366
H41 -8.05 -24.39 -19.47  1.120
F2 -15.45 -21.21 -15.41  -0.342
C25 -15.56 -21.38 -16.75  0.695
C26 -16.46 -22.30 -17.24  -0.770
C27 -16.51 -22.50 -18.63  -0.126
C28 -15.89 -21.60 -19.48  -0.450
C29 -15.15 -20.54 -18.97  -0.627
C30 -14.96 -20.46 -17.60  -0.099
H42 -16.98 -22.95 -16.55  0.308
H43 -17.18 -23.27 -18.98  0.384
H44 -15.98 -21.68 -20.55  0.447
H45 -14.60 -19.87 -19.62  0.369
H46 -14.36 -19.64 -17.25  0.216
F3 -12.43 -20.19 -15.69  -0.213
C31 -12.67 -19.80 -14.43  0.348
C32 -12.00 -20.36 -13.33  -0.067
C33 -12.28 -19.94 -12.05  -0.571
C34 -13.22 -18.95 -11.83  -0.495
C35 -13.94 -18.45 -12.92  -0.580
C36 -13.66 -18.87 -14.21  -0.207
H47 -11.18 -21.06 -13.43  0.354
H48 -11.72 -20.37 -11.23  0.388
H49 -13.61 -18.55 -10.90  0.334
H50 -14.63 -17.64 -12.75  0.351
H51 -14.12 -18.42 -15.07  0.349

---

No. 4
ORCA calculation (wB97M-V/def2-TZVPD) on a structure of composition C36H52N12O12P.

Computed properties:
frontier orbital gap	7.21	eV
relative energy (zero: lowest compared OMol25 entry of this formula, charge and spin)	239.1	kJ/mol
multiplicity	1
calculated total energy	-89889.3816	eV
charge	-3

Last column: Mulliken charge in e.
Positions of all 113 atoms, in Å:
P1 0.00 -0.10 0.05  -2.582
O1 1.31 -0.66 0.47  -0.414
O2 -0.16 -0.26 -1.51  0.734
O3 -0.01 1.37 0.36  2.482
O4 -1.06 -0.75 0.76  0.325
N1 -1.43 -3.14 1.32  0.934
C1 -1.63 -3.62 2.56  -0.247
C2 -1.98 -5.13 2.69  -1.232
C3 -2.12 -5.54 1.23  -1.137
C4 -1.79 -4.24 0.39  -0.444
H1 -1.18 -2.11 0.94  -0.370
H2 -1.44 -2.93 3.43  0.384
H3 -2.14 -5.65 3.49  0.694
H4 -2.21 -6.48 0.94  0.577
H5 -1.74 -3.96 -0.67  0.300
N2 0.56 0.37 -3.76  1.204
C5 1.91 0.44 -4.17  -0.346
C6 1.83 0.89 -5.60  -0.854
C7 0.45 1.37 -5.90  -1.515
C8 -0.29 0.95 -4.63  -0.037
H6 0.20 0.12 -2.78  -0.322
H7 2.63 0.06 -3.50  0.211
H8 2.80 1.19 -6.06  0.298
H9 0.15 1.75 -6.69  0.874
H10 -1.45 1.08 -4.54  0.126
N3 1.59 2.48 1.94  1.324
C9 1.47 3.86 2.34  -0.611
C10 2.50 3.82 3.59  -0.981
C11 3.03 2.44 3.81  -0.910
C12 2.54 1.75 2.60  -0.551
H11 0.96 2.12 1.27  -0.460
H12 0.83 4.43 1.74  0.492
H13 2.73 4.56 4.28  0.441
H14 3.55 1.96 4.70  0.347
H15 2.33 0.55 2.25  0.938
N4 -1.68 -1.84 -2.62  1.122
C13 -2.83 -2.18 -2.01  -0.830
C14 -3.63 -3.06 -2.94  -1.814
C15 -2.61 -3.09 -4.11  -0.851
C16 -1.43 -2.41 -3.83  -0.503
H16 -0.84 -1.10 -2.07  -0.309
H17 -3.08 -1.63 -1.21  1.080
H18 -4.56 -3.20 -2.89  0.754
H19 -2.77 -3.57 -5.10  0.282
H20 -0.47 -2.25 -4.39  0.354
N5 2.55 -1.79 2.24  0.579
C17 2.05 -2.81 3.06  -0.433
C18 3.17 -3.42 3.89  -0.784
C19 4.31 -2.49 3.40  -1.018
C20 3.88 -1.65 2.28  -0.662
H21 1.89 -1.25 1.43  -0.354
H22 1.11 -3.31 2.78  0.263
H23 3.16 -4.20 4.63  0.442
H24 5.24 -2.38 3.85  0.397
H25 4.27 -1.08 1.57  0.690
N6 -3.43 -0.48 1.41  0.704
C21 -3.95 0.75 1.74  -0.629
C22 -5.37 0.51 2.12  -1.131
C23 -5.73 -0.88 1.81  -1.061
C24 -4.42 -1.53 1.37  -0.273
H26 -2.42 -0.65 1.16  0.058
H27 -3.14 1.61 1.80  0.881
H28 -6.20 1.14 2.40  0.349
H29 -6.41 -1.50 2.13  0.502
H30 -4.11 -2.54 1.04  0.318
N7 3.58 -0.29 -0.58  3.083
C25 4.23 0.93 -0.57  -0.806
C26 5.55 0.81 -1.15  -1.528
C27 5.77 -0.64 -1.43  -0.929
C28 4.43 -1.27 -1.03  -0.946
H31 2.60 -0.53 -0.19  -0.873
H32 3.82 1.72 -0.09  0.547
H33 6.35 1.35 -1.28  0.623
H34 6.53 -1.32 -1.83  0.361
H35 4.08 -2.18 -0.99  0.716
N8 -1.24 3.43 0.94  0.932
C29 -1.84 3.66 2.10  -0.818
C30 -2.45 5.10 1.99  -1.108
C31 -2.13 5.48 0.56  -1.713
C32 -1.31 4.37 -0.03  -0.604
H36 -0.93 2.42 0.64  -0.448
H37 -1.84 3.05 2.82  0.830
H38 -2.96 5.64 2.73  0.464
H39 -2.25 6.30 0.19  1.052
H40 -0.93 4.20 -0.96  0.774
C33 1.53 -2.70 -1.64  0.375
N9 1.78 -3.66 -2.70  1.036
O5 0.96 -4.54 -2.96  -0.600
O6 2.93 -3.67 -3.24  -0.667
H41 0.67 -2.79 -1.19  -0.399
H42 1.55 -1.52 -1.90  -0.209
H43 2.32 -2.98 -1.03  0.316
C34 1.33 2.75 -1.91  0.954
N10 1.84 3.78 -2.78  1.197
O7 1.32 4.91 -2.96  -0.734
O8 2.87 3.50 -3.33  -0.610
H44 0.28 2.50 -2.03  -0.538
H45 1.26 3.21 -0.76  -0.117
H46 1.84 1.76 -1.70  -0.339
C35 -3.06 1.37 -1.71  -1.247
N11 -3.37 2.67 -2.38  0.946
O9 -2.69 2.99 -3.28  -0.590
O10 -4.11 3.38 -1.63  -0.601
H47 -3.04 0.64 -2.40  0.564
H48 -3.78 0.79 -1.15  0.433
H49 -2.16 1.51 -1.05  0.406
C36 -0.30 0.43 3.66  0.665
N12 -1.10 0.39 4.85  1.077
O11 -1.97 1.20 5.02  -0.620
O12 -0.78 -0.43 5.74  -0.688
H50 -1.06 0.63 3.01  -0.464
H51 0.37 -0.38 3.32  -0.087
H52 0.29 1.27 4.03  0.136